1.
{
  "formula": "C25H69CdN4O12",
  "method": "ωB97M-V with the def2-TZVPD basis set",
  "elements": ["Cd", "C", "O", "H", "H", "H", "C", "O", "C", "C", "N", "C", "C", "O", "C", "H", "H", "H", "H", "H", "H", "H", "H", "H", "H", "H", "H", "H", "H", "H", "C", "O", "C", "C", "N", "C", "C", "O", "C", "H", "H", "H", "H", "H", "H", "H", "H", "H", "H", "H", "H", "H", "H", "H", "C", "O", "C", "C", "N", "C", "C", "O", "C", "H", "H", "H", "H", "H", "H", "H", "H", "H", "H", "H", "H", "H", "H", "H", "C", "O", "C", "C", "N", "C", "C", "O", "C", "H", "H", "H", "H", "H", "H", "H", "H", "H", "H", "H", "H", "H", "H", "H", "O", "H", "H", "O", "H", "H", "O", "H", "H"],
  "coordinates": [[12.834, 12.169, -14.017], [12.601, 10.539, -8.886], [12.307, 11.046, -10.168], [11.766, 10.096, -8.343], [13.175, 9.613, -8.933], [13.121, 11.248, -8.242], [11.035, 3.939, -5.152], [11.279, 2.788, -4.262], [10.197, 2.168, -3.789], [10.632, 1.203, -2.703], [11.454, 1.856, -1.687], [12.291, 0.932, -1.006], [13.545, 0.492, -1.800], [14.214, 1.712, -2.094], [15.568, 1.620, -2.288], [10.543, 4.694, -4.539], [10.486, 3.504, -5.987], [11.993, 4.109, -5.643], [9.871, 1.517, -4.600], [9.490, 2.929, -3.459], [11.210, 0.381, -3.125], [9.801, 0.789, -2.133], [12.188, 2.360, -2.164], [11.691, 0.088, -0.667], [12.723, 1.385, -0.114], [13.190, -0.228, -2.536], [14.179, -0.108, -1.146], [15.983, 1.065, -1.447], [15.970, 2.610, -2.070], [15.823, 1.239, -3.276], [17.919, 10.188, -7.846], [18.515, 9.835, -6.608], [17.565, 9.088, -5.806], [18.157, 8.899, -4.385], [17.687, 9.773, -3.351], [16.261, 10.167, -3.245], [15.183, 8.921, -3.362], [13.965, 9.328, -2.667], [12.820, 8.600, -3.010], [17.786, 9.339, -8.517], [18.388, 10.932, -8.490], [16.910, 10.574, -7.706], [17.516, 8.106, -6.277], [16.560, 9.496, -5.703], [19.232, 9.047, -4.493], [18.062, 7.874, -4.025], [18.164, 10.663, -3.344], [16.006, 10.861, -4.046], [16.068, 10.756, -2.348], [15.464, 7.991, -2.866], [15.050, 8.608, -4.397], [12.511, 8.858, -4.023], [12.050, 8.847, -2.279], [13.037, 7.538, -2.895], [4.902, 8.438, -2.365], [5.246, 8.930, -3.654], [5.822, 10.262, -3.672], [6.210, 10.609, -5.170], [7.067, 11.833, -5.349], [6.373, 13.093, -5.196], [7.437, 14.222, -4.894], [8.231, 14.505, -6.072], [9.376, 15.209, -5.719], [5.779, 8.464, -1.718], [4.521, 7.433, -2.549], [4.098, 9.005, -1.895], [6.778, 10.143, -3.162], [5.315, 10.996, -3.045], [5.595, 10.335, -6.027], [6.996, 9.955, -5.548], [7.553, 11.836, -6.234], [5.629, 12.983, -4.407], [5.883, 13.212, -6.162], [8.126, 13.740, -4.200], [7.035, 15.161, -4.512], [9.506, 15.970, -4.949], [9.483, 15.773, -6.645], [10.156, 14.465, -5.555], [16.261, 15.265, -4.498], [15.892, 15.346, -3.121], [16.459, 16.472, -2.502], [16.252, 16.267, -1.022], [14.765, 16.275, -0.699], [14.562, 15.800, 0.638], [13.163, 15.186, 1.011], [12.178, 16.247, 1.200], [10.943, 15.751, 1.708], [17.208, 14.766, -4.704], [16.398, 16.218, -5.009], [15.395, 14.845, -5.009], [16.081, 17.438, -2.834], [17.524, 16.477, -2.735], [16.655, 17.035, -0.362], [16.651, 15.316, -0.668], [14.210, 15.764, -1.370], [14.726, 16.658, 1.290], [15.372, 15.094, 0.824], [13.346, 14.590, 1.905], [12.800, 14.415, 0.332], [10.159, 16.504, 1.789], [11.020, 15.391, 2.734], [10.404, 14.974, 1.165], [14.900, 14.289, -12.458], [15.730, 14.590, -12.829], [14.837, 14.740, -11.616], [9.821, 13.884, -14.200], [9.219, 14.208, -14.871], [9.364, 14.040, -13.373], [8.326, 13.581, -10.251], [8.653, 14.374, -9.827], [9.111, 13.067, -10.438]],
  "forces_ev_per_angstrom": [[-0.079, 0.140, 0.582], [0.368, 1.830, -1.957], [0.102, -1.131, 2.374], [-1.042, -0.018, -0.230], [0.545, -0.597, -0.512], [0.005, 0.096, -0.124], [0.432, -3.136, 0.608], [3.558, 2.804, -1.494], [-1.295, -1.507, 0.389], [0.287, 0.260, 1.144], [0.445, 0.840, -0.701], [0.857, -1.135, 1.400], [-0.906, -0.065, 1.555], [-1.992, -0.571, -0.665], [0.908, 0.385, 0.884], [0.143, 0.400, -0.644], [-0.964, 0.572, 0.016], [0.123, 0.838, 0.745], [-1.309, 0.027, -0.121], [-0.692, -0.354, 0.217], [-0.206, -0.219, -0.522], [-0.373, -0.157, -0.484], [-0.455, 1.133, -0.541], [0.170, -0.347, -0.004], [-0.324, 0.273, 0.220], [0.610, 0.608, -1.305], [0.145, -0.032, 0.265], [0.416, -0.784, -0.299], [0.083, 0.231, -0.748], [0.341, -0.057, 0.084], [-0.883, -0.261, -0.446], [-1.096, 0.792, -0.142], [1.565, -0.884, 0.417], [0.024, 0.013, -0.788], [-1.008, 1.188, 1.268], [-1.118, -2.157, -0.936], [0.441, 1.376, 1.590], [1.407, 0.765, -0.822], [0.413, -0.169, 0.341], [0.130, -0.563, 0.122], [0.922, 0.139, 0.814], [-0.253, 0.142, 0.316], [-0.403, -0.206, -0.062], [0.080, 0.510, -0.562], [0.050, 0.051, 0.083], [-0.345, -0.193, -0.299], [0.460, -0.176, -0.092], [-0.299, 0.030, -0.390], [0.187, -0.560, 0.315], [0.780, 0.103, 0.256], [-0.506, 0.495, -0.322], [-0.282, -0.233, -0.153], [-0.060, 0.136, -0.196], [-0.219, -0.331, -0.314], [0.060, 0.302, -0.704], [-0.360, 1.291, -0.351], [1.258, -1.550, -0.989], [2.474, -0.085, -0.475], [-1.062, -0.507, 1.378], [1.017, 0.797, -0.602], [-0.394, -1.426, -0.902], [-2.355, -0.243, 1.643], [1.427, 0.141, -1.968], [0.043, -0.294, 0.201], [0.288, -0.039, 0.271], [-0.067, 0.271, -0.006], [0.399, 0.259, 0.031], [-0.797, 0.139, -0.592], [-1.708, 0.946, 0.490], [0.173, -1.268, 1.190], [-0.033, -0.319, 0.002], [0.111, 0.337, 0.041], [-0.540, 1.032, 0.091], [-0.090, 0.227, 0.553], [-0.212, -0.114, 0.109], [-1.323, -0.197, 0.670], [1.204, 0.111, -0.043], [0.521, 0.204, -0.072], [-0.799, 0.345, -0.184], [0.096, 0.233, -1.380], [0.971, -0.221, 0.974], [-2.406, 0.264, 0.660], [0.855, 0.341, -1.058], [-1.098, 0.017, 0.365], [0.678, 0.989, -0.032], [0.078, -1.426, -0.171], [-0.525, 0.110, 0.728], [-0.100, -0.622, 0.391], [-0.150, 0.631, 0.488], [0.345, -0.599, -0.080], [-0.530, -0.067, -0.186], [0.354, 0.094, 0.155], [0.369, 0.229, -0.403], [0.366, -0.265, -0.315], [0.291, -0.210, -0.180], [-0.065, -0.083, 0.450], [-0.217, -0.610, 0.655], [-0.216, 0.398, 0.658], [-0.071, 0.289, -0.715], [0.583, 0.761, -0.311], [0.482, -0.216, 0.169], [0.715, -0.404, -0.685], [-0.303, -0.346, -0.251], [0.258, 0.075, -0.172], [-0.109, 0.103, 0.269], [0.513, -0.247, 0.032], [-0.131, 0.069, -0.269], [-0.190, 0.041, 0.312], [-0.129, -0.062, -0.282], [-0.012, 0.254, 0.236], [0.182, -0.215, 0.036]],
  "mulliken_charge": [0.7378, -0.4298, -0.2929, 0.2842, 0.2749, 0.2507, -0.8042, -0.2653, -0.5912, -0.4334, -0.4291, -0.8817, -0.4671, -0.3224, -0.8123, 0.3073, 0.3336, 0.2400, 0.3315, 0.4257, 0.2538, 0.3564, 0.3727, 0.4236, 0.3582, 0.2842, 0.4451, 0.3461, 0.2723, 0.2843, -0.7448, -0.3630, -0.2342, -0.9569, -0.3082, -0.7362, -0.4475, -0.3516, -0.6612, 0.3243, 0.3127, 0.2333, 0.3600, 0.2549, 0.4813, 0.2772, 0.2967, 0.3250, 0.4345, 0.3200, 0.3883, 0.2506, 0.2603, 0.2889, -0.7002, -0.3338, -0.3696, -0.8486, -0.3151, -0.5658, -0.6719, -0.2630, -0.8128, 0.2924, 0.2353, 0.2972, 0.3098, 0.3689, 0.4248, 0.3436, 0.2335, 0.4727, 0.3438, 0.3427, 0.3846, 0.3436, 0.2558, 0.3002, -0.8698, -0.2875, -0.5226, -0.6594, -0.3341, -0.6339, -0.5171, -0.3047, -0.8073, 0.3123, 0.3728, 0.2475, 0.3705, 0.4257, 0.3543, 0.3510, 0.2817, 0.2392, 0.3654, 0.3577, 0.3807, 0.2984, 0.3170, 0.3076, -0.6194, 0.3223, 0.3159, -0.6281, 0.3208, 0.3243, -0.6305, 0.3286, 0.2948],
  "energy_ev": -62115.153,
  "total_charge": 1,
  "relative_energy_kcal_mol": 259.7
}

=====

2.
{
  "formula": "C29H43IrN3O6P",
  "method": "ωB97M-V with the def2-TZVPD basis set",
  "elements": ["Ir", "C", "N", "C", "C", "C", "N", "C", "C", "C", "C", "C", "C", "C", "O", "C", "C", "C", "N", "C", "C", "C", "C", "C", "C", "C", "O", "H", "H", "H", "H", "H", "H", "H", "H", "H", "H", "H", "H", "H", "H", "H", "H", "H", "H", "H", "H", "H", "H", "H", "H", "H", "C", "C", "C", "C", "O", "P", "O", "O", "O", "C", "C", "C", "C", "H", "H", "H", "H", "H", "H", "H", "H", "H", "H", "H", "H", "H", "H", "H", "H", "H", "H"],
  "coordinates": [[0.151, 0.012, 1.514], [2.034, -1.546, 3.804], [2.194, -1.104, 2.408], [3.206, -0.037, 2.270], [3.137, 1.129, 3.261], [1.778, 1.774, 3.551], [0.952, 1.950, 2.361], [0.964, 3.071, 1.762], [0.094, 3.480, 0.669], [0.384, 4.646, 0.006], [-0.506, 5.205, -0.919], [-1.763, 4.631, -1.145], [-2.106, 3.476, -0.503], [-1.182, 2.811, 0.394], [-1.509, 1.720, 0.901], [2.609, -2.295, 1.600], [2.082, -2.301, 0.174], [0.645, -2.811, 0.096], [-0.170, -2.217, 1.149], [-1.067, -2.918, 1.722], [-1.934, -2.495, 2.799], [-2.912, -3.412, 3.217], [-3.775, -3.128, 4.253], [-3.657, -1.901, 4.908], [-2.700, -0.986, 4.530], [-1.825, -1.262, 3.472], [-0.908, -0.336, 3.184], [2.970, -1.975, 4.182], [1.252, -2.304, 3.845], [1.731, -0.728, 4.450], [3.137, 0.337, 1.244], [4.205, -0.478, 2.377], [3.815, 1.894, 2.874], [3.559, 0.818, 4.219], [1.926, 2.737, 4.043], [1.189, 1.160, 4.230], [1.630, 3.857, 2.134], [1.313, 5.167, 0.214], [-0.224, 6.112, -1.438], [-2.451, 5.097, -1.838], [-3.054, 2.976, -0.666], [2.246, -3.185, 2.117], [3.700, -2.352, 1.612], [2.711, -2.944, -0.442], [2.149, -1.305, -0.256], [0.629, -3.900, 0.208], [0.216, -2.554, -0.874], [-1.200, -3.955, 1.396], [-2.978, -4.361, 2.696], [-4.527, -3.843, 4.558], [-4.323, -1.662, 5.729], [-2.604, -0.034, 5.037], [-2.619, 0.882, -3.724], [-2.562, -0.361, -2.845], [-3.871, -0.574, -2.109], [-2.176, -1.588, -3.656], [-1.574, -0.195, -1.769], [-0.184, 0.525, -1.847], [-0.219, 1.976, -2.112], [0.432, 0.167, -0.461], [0.652, -0.333, -2.884], [1.748, 0.159, -3.734], [2.788, 0.875, -2.887], [2.325, -1.107, -4.341], [1.158, 1.066, -4.800], [-3.486, 0.816, -4.385], [-1.722, 0.979, -4.342], [-2.712, 1.780, -3.113], [-4.654, -0.880, -2.804], [-4.182, 0.348, -1.609], [-3.747, -1.350, -1.351], [-2.900, -1.741, -4.458], [-2.172, -2.478, -3.022], [-1.187, -1.466, -4.099], [3.238, 0.187, -2.168], [2.339, 1.715, -2.356], [3.580, 1.263, -3.531], [2.676, -1.778, -3.552], [3.170, -0.863, -4.989], [1.570, -1.625, -4.934], [0.672, 1.927, -4.340], [0.434, 0.518, -5.407], [1.952, 1.426, -5.459]],
  "forces_ev_per_angstrom": [[0.000, -0.250, 0.071], [0.011, 0.020, -0.014], [-0.034, -0.035, 0.019], [0.085, 0.019, -0.070], [-0.094, -0.079, 0.086], [0.002, -0.037, -0.112], [0.096, -0.076, -0.048], [-0.031, 0.199, 0.085], [-0.200, -0.056, 0.003], [0.037, 0.041, 0.013], [0.003, 0.066, -0.053], [-0.043, -0.041, -0.017], [-0.073, 0.031, -0.017], [0.037, -0.195, 0.066], [-0.025, 0.163, -0.132], [-0.087, 0.065, 0.034], [0.051, 0.005, 0.051], [0.060, -0.041, -0.003], [-0.370, 0.136, 0.009], [0.117, -0.107, -0.087], [-0.099, -0.044, 0.074], [-0.035, 0.029, 0.029], [0.056, -0.004, -0.057], [-0.055, -0.002, 0.058], [-0.033, -0.011, 0.017], [0.056, 0.290, 0.035], [0.076, -0.231, 0.041], [-0.041, 0.006, 0.004], [0.035, 0.027, -0.007], [0.027, -0.016, -0.034], [0.005, 0.004, -0.002], [0.025, 0.022, -0.009], [0.006, 0.001, -0.039], [-0.038, 0.016, 0.001], [0.090, 0.039, 0.009], [-0.017, -0.011, 0.042], [0.013, -0.023, -0.018], [-0.023, -0.047, 0.021], [-0.028, -0.032, 0.015], [0.021, -0.013, 0.013], [0.086, 0.054, 0.024], [-0.015, 0.024, 0.015], [0.023, 0.006, -0.002], [0.018, -0.059, 0.008], [0.008, 0.083, -0.058], [-0.005, -0.014, -0.051], [-0.024, 0.038, -0.006], [-0.013, -0.001, 0.034], [-0.023, 0.009, 0.032], [0.029, 0.011, -0.024], [0.017, -0.021, -0.034], [0.020, -0.045, -0.049], [0.038, 0.028, -0.010], [0.053, 0.054, -0.092], [-0.006, 0.049, 0.123], [0.001, -0.087, 0.032], [-0.249, -0.275, -0.119], [0.272, 0.295, 0.224], [0.056, -0.071, -0.100], [0.329, 0.123, 0.023], [-0.017, 0.017, -0.081], [-0.073, -0.075, 0.002], [-0.063, 0.093, 0.041], [0.047, -0.048, -0.016], [0.078, 0.104, -0.052], [0.039, -0.041, 0.019], [-0.089, 0.011, 0.086], [-0.002, -0.026, -0.033], [0.023, 0.036, 0.011], [0.009, -0.087, -0.026], [-0.036, 0.021, -0.066], [0.006, 0.006, 0.037], [0.015, 0.045, -0.039], [-0.058, -0.011, 0.029], [-0.019, -0.005, 0.032], [0.020, -0.003, -0.008], [-0.022, -0.045, 0.013], [-0.028, 0.038, -0.066], [-0.058, -0.002, 0.029], [0.038, 0.006, 0.029], [0.004, -0.037, -0.035], [0.022, 0.027, 0.033], [-0.034, -0.052, 0.016]],
  "lowdin_spin": [2.8823, 0.0062, 0.1267, 0.0059, 0.0036, 0.0120, 0.1484, 0.0138, 0.1317, 0.0137, 0.2383, -0.0155, 0.1985, 0.0794, 0.3220, 0.0041, 0.0029, 0.0104, 0.1226, 0.0080, 0.0220, -0.0036, 0.0234, -0.0036, 0.0245, 0.0135, 0.2707, 0.0038, 0.0001, 0.0000, 0.0017, 0.0028, 0.0001, 0.0003, 0.0029, 0.0019, 0.0030, -0.0023, 0.0121, -0.0050, 0.0069, 0.0001, 0.0024, 0.0000, 0.0002, 0.0025, 0.0016, 0.0045, -0.0002, 0.0014, -0.0006, 0.0010, 0.0004, 0.0008, 0.0001, 0.0001, 0.0037, 0.0265, 0.0263, 0.2288, 0.0084, 0.0004, 0.0003, 0.0001, 0.0003, 0.0000, 0.0000, 0.0003, 0.0000, 0.0000, 0.0000, 0.0000, 0.0000, 0.0000, 0.0001, 0.0000, 0.0000, 0.0000, 0.0000, 0.0000, 0.0001, 0.0000, 0.0000],
  "energy_ev": -59648.877,
  "s2": 8.8119,
  "total_charge": 1,
  "multiplicity": 6
}